Version 1
{"formula": "C6H8S", "method": "wB97M-V/def2-TZVPD", "smiles": "S=C1C[C@H]2C[C@@H]1C2", "lumo_ev": 0.3, "spin_multiplicity": 1, "homo_lumo_gap_ev": 8.66, "species": ["C", "C", "C", "C", "C", "C", "H", "H", "H", "H", "H", "H", "H", "H", "S"], "coordinates": [[-1.391, 0.013, 0.001], [-0.567, 1.304, -0.033], [0.833, 0.663, -0.051], [0.680, -0.417, 1.065], [-0.357, -1.033, 0.063], [0.653, -0.544, -0.991], [-0.821, 1.872, -0.938], [-0.787, 1.880, 0.855], [1.712, 1.289, -0.159], [0.352, -0.089, 2.040], [1.594, -1.053, 1.140], [-0.670, -2.088, 0.068], [1.521, -1.201, -1.094], [0.247, -0.434, -1.980], [-3.000, -0.163, 0.015]], "lowdin_charge": [-0.78, -0.15, -0.25, -0.09, -0.29, -0.12, 0.12, 0.11, 0.13, 0.11, 0.13, 0.14, 0.12, 0.11, 0.71]}

***

Version 2
{"formula": "C6H8S", "method": "wB97M-V/def2-TZVPD", "smiles": "C1=CC[C@H]2S[C@@H]2C1", "lumo_ev": 1.1, "spin_multiplicity": 1, "homo_lumo_gap_ev": 9.84, "species": ["C", "C", "C", "C", "C", "C", "H", "H", "H", "H", "H", "H", "H", "H", "S"], "coordinates": [[0.001, 1.572, 0.063], [-1.234, 0.638, 0.124], [-1.269, -0.693, -0.107], [0.001, -1.584, -0.056], [1.052, -0.586, 0.445], [1.065, 0.619, -0.415], [0.188, 1.960, 1.058], [-0.159, 2.450, -0.580], [-2.152, 1.221, 0.350], [-2.166, -1.190, -0.423], [-0.057, -2.485, 0.582], [0.256, -1.952, -1.055], [0.874, -0.363, 1.482], [0.871, 0.406, -1.467], [2.730, -0.015, -0.001]], "lowdin_charge": [-0.17, -0.09, -0.08, -0.16, -0.59, -0.59, 0.11, 0.11, 0.11, 0.09, 0.11, 0.11, 0.10, 0.11, 0.84]}

***

Stability, highest: version 1

***

Version 1
{"formula": "C4H12BN", "method": "wB97M-V/def2-TZVPD", "smiles": "C=BN(C)C.C", "lumo_ev": 0.6, "spin_multiplicity": 1, "homo_lumo_gap_ev": 8.53, "species": ["B", "C", "C", "C", "C", "N", "H", "H", "H", "H", "H", "H", "H", "H", "H", "H", "H", "H"], "coordinates": [[-0.785, 1.375, -0.365], [-0.849, 2.762, -0.636], [2.324, -0.895, 1.201], [-1.979, -0.289, 1.047], [-0.862, -0.976, -1.039], [-1.207, 0.121, -0.147], [-0.075, 3.407, -0.555], [-1.714, 3.161, -1.220], [1.273, -1.206, 1.542], [2.429, 0.214, 1.400], [2.355, -1.198, 0.096], [3.122, -1.416, 1.814], [-2.337, 0.608, 1.625], [-2.970, -0.707, 0.890], [-1.376, -0.979, 1.712], [-0.341, -1.706, -0.433], [-1.668, -1.398, -1.738], [-0.229, -0.654, -1.785]], "lowdin_charge": [-0.28, 0.03, -0.08, -0.06, -0.07, -0.13, -0.05, 0.03, 0.01, 0.03, 0.03, 0.02, 0.10, 0.08, 0.10, 0.08, 0.12, 0.05]}

***

Version 2
{"formula": "C4H12BN", "method": "wB97M-V/def2-TZVPD", "lumo_ev": 0.5, "spin_multiplicity": 1, "homo_lumo_gap_ev": 8.16, "species": ["B", "C", "C", "C", "C", "N", "H", "H", "H", "H", "H", "H", "H", "H", "H", "H", "H", "H"], "coordinates": [[1.251, 0.251, 0.414], [1.831, -1.035, -0.313], [1.858, 1.734, 0.569], [-2.156, -0.944, -0.823], [-1.839, 0.341, 0.010], [-0.934, 0.240, 1.079], [2.308, -1.508, 0.569], [2.507, -0.760, -1.036], [1.082, -1.660, -0.619], [1.925, 1.977, 1.723], [1.235, 2.432, 0.184], [2.852, 1.693, 0.133], [-2.977, -0.869, -1.606], [-1.319, -1.098, -1.474], [-2.270, -1.859, -0.100], [-1.622, 1.165, -0.731], [-2.768, 0.678, 0.550], [-0.962, -0.776, 1.470]], "lowdin_charge": [0.01, -0.04, -0.05, -0.13, -0.47, -0.08, 0.09, 0.03, 0.01, 0.11, 0.01, 0.05, 0.08, 0.02, 0.10, 0.11, 0.10, 0.06]}

***

Stability, highest: version 1

***

Version 1
{"formula": "CH4N3O", "method": "wB97M-V/def2-TZVPD", "lumo_ev": 3.9, "spin_multiplicity": 1, "total_charge": -1, "homo_lumo_gap_ev": 4.48, "species": ["C", "N", "N", "N", "O", "H", "H", "H", "H"], "coordinates": [[0.782, -1.250, -0.219], [-1.449, 2.661, -0.878], [1.365, -0.211, 0.416], [-1.576, 1.891, -0.079], [-1.740, 1.317, 0.934], [0.650, -2.224, 0.285], [1.599, -1.464, -0.963], [-0.294, -0.991, -0.503], [0.663, 0.270, 1.008]], "lowdin_charge": [-0.59, 0.21, -0.30, -0.30, 0.06, -0.01, 0.03, 0.02, -0.12]}

***

Version 2
{"formula": "CH4N3O", "method": "wB97M-V/def2-TZVPD", "lumo_ev": 4.7, "spin_multiplicity": 1, "total_charge": -1, "homo_lumo_gap_ev": 7.25, "species": ["C", "N", "N", "N", "O", "H", "H", "H", "H"], "coordinates": [[-1.378, 0.186, -0.011], [2.251, -0.725, 0.020], [-0.400, -0.735, -0.357], [1.387, 0.172, -0.206], [1.520, 1.433, -0.187], [-1.181, 0.507, 1.003], [-2.366, -0.349, 0.125], [-1.603, 1.091, -0.563], [1.771, -1.581, 0.175]], "lowdin_charge": [-0.44, 0.00, -0.10, -0.38, -0.18, 0.02, 0.07, 0.03, -0.03]}

***

Stability, highest: version 1

***

Version 1
{"formula": "C3H10NO2", "method": "wB97M-V/def2-TZVPD", "lumo_ev": 4.2, "spin_multiplicity": 1, "total_charge": -1, "homo_lumo_gap_ev": 7.38, "species": ["C", "O", "C", "C", "N", "H", "H", "H", "H", "H", "H", "H", "H", "H", "H", "O"], "coordinates": [[-0.441, 0.029, -0.629], [-0.005, -0.372, -1.869], [0.352, 0.857, 0.360], [0.430, 0.570, 1.836], [1.836, 0.646, -0.246], [-0.867, -0.740, -0.048], [-1.333, 0.772, -0.849], [-0.048, 1.821, 0.199], [0.294, -0.572, 1.942], [1.378, 0.753, 2.262], [-0.535, 1.056, 2.288], [1.727, -0.410, -0.248], [1.793, 1.227, -1.092], [-0.888, -1.630, -1.658], [-2.187, -1.701, -1.084], [-1.504, -2.305, -1.165]], "lowdin_charge": [-0.49, -0.32, -0.43, -0.11, -0.01, 0.05, 0.11, 0.08, 0.09, 0.03, 0.10, 0.08, 0.04, 0.00, -0.05, -0.17]}

***

Version 2
{"formula": "C3H10NO2", "method": "wB97M-V/def2-TZVPD", "lumo_ev": 3.9, "spin_multiplicity": 1, "total_charge": -1, "homo_lumo_gap_ev": 7.05, "species": ["C", "C", "C", "O", "N", "H", "H", "H", "H", "H", "H", "H", "H", "H", "H", "O"], "coordinates": [[0.669, 0.715, 1.374], [-0.250, -0.434, 0.712], [-0.129, -0.499, -0.848], [-1.243, -0.942, -1.469], [0.923, 0.544, 2.826], [0.294, 1.669, 1.161], [1.772, 0.436, 0.834], [0.041, -1.375, 1.138], [-1.307, -0.192, 1.015], [0.645, -1.228, -1.048], [0.106, 0.536, -1.149], [1.013, 1.505, 3.136], [-0.003, 0.212, 3.199], [-0.424, -0.562, -4.228], [-1.172, -0.520, -2.906], [-0.936, 0.132, -3.746]], "lowdin_charge": [-0.31, -0.20, -0.49, -0.34, -0.07, 0.06, 0.15, 0.07, 0.10, 0.08, 0.09, 0.03, 0.06, -0.01, 0.00, -0.24]}

***

Stability, highest: version 2